(1)
Below is a structure of composition C19H15BrCl2NNiO2S, with properties calculated with ωB97M-V with the def2-TZVPD basis set.

The HOMO energy (spin up / spin down) comes out at -4.26 / -4.22 eV. Its spin multiplicity is 3. Its LUMO energy (spin up / spin down) is 2.540 / 2.532 eV. Its charge is -1. As for the expectation value of S²: 2.01.

Each line ends with the Mulliken spin population.
Geometry (Å):
Ni -0.17490 0.12390 -0.29100  1.603
Br 1.58120 1.42200 1.21070  0.049
C 3.07530 0.77540 0.18860  -0.002
C 4.32580 1.18260 0.56460  -0.006
C 5.43350 0.79820 -0.20030  0.002
C 5.24900 0.03580 -1.31720  -0.001
C 3.96630 -0.40540 -1.70190  0.006
C 3.79080 -1.20440 -2.84500  -0.008
C 2.54510 -1.65990 -3.17510  0.011
C 1.42600 -1.31110 -2.40250  -0.016
C 1.51610 -0.50020 -1.28850  0.137
C 2.81890 -0.05060 -0.92520  -0.035
H 4.45960 1.79840 1.44020  -0.002
H 6.42260 1.10620 0.10380  0.000
H 6.09180 -0.24350 -1.93510  0.000
H 4.65800 -1.45460 -3.44570  -0.001
H 2.42000 -2.29700 -4.04090  -0.001
H 0.45620 -1.69350 -2.68840  0.003
Cl -1.79300 1.14800 1.07190  0.036
C -1.93810 0.20490 2.49630  0.007
C -2.62890 0.74730 3.56150  0.000
C -2.77450 0.01950 4.72990  -0.001
C -2.29310 -1.27990 4.77690  0.000
C -1.62020 -1.81150 3.69840  -0.010
Cl -1.07010 -3.44530 3.81460  0.002
C -1.34790 -1.07420 2.52870  0.002
S -0.33570 -1.71560 1.29920  0.108
H -3.04610 1.74010 3.47150  -0.001
H -3.25890 0.46230 5.58600  0.000
H -2.43640 -1.89090 5.65380  0.000
N -0.30380 1.84960 -1.75180  0.070
C -1.31350 1.70000 -2.80330  -0.008
C -2.66230 1.30210 -2.21570  0.004
C -2.71490 -0.22550 -1.85940  0.001
O -3.74790 -0.82980 -2.12570  0.003
O -1.68270 -0.73040 -1.34890  0.052
H -0.51690 2.68080 -1.19790  -0.002
H 0.61560 1.97620 -2.17360  -0.006
H -0.96360 0.92610 -3.49320  -0.001
H -1.42640 2.63680 -3.37910  0.004
H -3.45940 1.51320 -2.93090  0.000
H -2.85500 1.87630 -1.30570  0.000

***

(2)
Below is a cluster of 9 separate species, C19H15Cl24NO2 in total, with properties calculated with ωB97M-V with the def2-TZVPD basis set.

As for the SMILES: C[N+](=O)[O-].ClC(Cl)(Cl)Cl.ClC(Cl)(Cl)Cl.ClC(Cl)(Cl)Cl.ClC(Cl)(Cl)Cl.ClC(Cl)(Cl)Cl.ClC(Cl)(Cl)Cl.c1ccccc1.c1ccccc1. The HOMO energy comes out at -9.00 eV. Its LUMO energy is -0.195 eV.

Each line ends with the Mulliken charge.
Geometry (Å):
C 2.94924 11.23516 9.50553  0.244
Cl 2.44768 10.40193 7.99220  0.043
Cl 4.58853 10.78230 9.90146  -0.053
Cl 2.94032 13.01192 9.18816  -0.137
Cl 1.71330 10.85548 10.64975  -0.079
C 6.47760 5.18178 11.77796  0.260
Cl 7.78772 4.44016 10.72720  -0.102
Cl 6.15211 4.02141 13.07589  -0.084
Cl 7.05873 6.79554 12.38456  -0.067
Cl 4.95820 5.28006 10.77606  -0.015
C 8.84408 6.66055 1.83073  0.339
Cl 10.29246 6.51205 2.76810  -0.070
Cl 9.09251 6.21035 0.13673  -0.089
Cl 7.54009 5.64100 2.56988  -0.093
Cl 8.30419 8.36415 1.86545  -0.086
C 8.07467 8.13649 7.57203  0.287
Cl 7.48297 9.29794 6.31330  -0.076
Cl 8.27668 8.85545 9.15289  -0.071
Cl 6.90827 6.81624 7.66269  -0.026
Cl 9.69697 7.54157 7.05513  -0.106
C -1.23626 6.43290 3.72574  0.238
Cl -2.90557 6.64262 4.44175  -0.116
Cl -0.99809 4.70960 3.44099  -0.110
Cl -0.83333 7.40778 2.34735  -0.026
Cl 0.02771 6.84482 4.91331  -0.035
C 3.02189 9.44640 1.68358  0.205
Cl 2.17801 10.60509 0.85326  -0.098
Cl 2.01693 8.89779 3.04713  0.132
Cl 3.36221 8.13137 0.59152  -0.131
Cl 4.52343 10.00648 2.41039  -0.090
C 4.00331 6.42605 4.93783  -0.576
N 3.40781 6.98278 6.11292  0.973
O 3.13396 6.16982 6.97091  -0.523
O 3.15570 8.18447 6.17690  -0.404
H 5.04401 6.29724 5.23524  0.202
H 3.87715 7.07490 4.07112  0.024
H 3.57220 5.47349 4.62982  0.307
C 0.69689 6.28812 9.39850  -0.824
C 0.48373 7.57750 9.96739  0.378
C -0.73404 8.11214 10.30363  -0.557
C -1.81313 7.33732 10.07427  -0.233
C -1.72379 6.13604 9.41592  -0.745
C -0.46490 5.67539 8.99786  -0.008
H 1.64851 5.85280 9.13145  0.350
H 1.37780 8.15303 10.15664  0.242
H -0.79933 9.08329 10.77161  0.309
H -2.73895 7.72317 10.47473  0.348
H -2.50906 5.50392 9.02840  0.345
H -0.48030 4.78320 8.38946  0.399
C -1.02856 10.51562 5.01657  -0.223
C -0.19499 11.49341 4.50777  -0.713
C -0.49377 12.04513 3.25393  -0.124
C -1.64362 11.70105 2.55008  -0.679
C -2.47331 10.75198 3.09384  -0.288
C -2.18147 10.12633 4.30035  -0.668
H -0.80497 9.96633 5.91917  0.532
H 0.73352 11.68457 5.02518  0.433
H 0.20665 12.71558 2.77823  0.438
H -1.92951 12.14846 1.60961  0.391
H -3.35514 10.37265 2.59898  0.356
H -2.80071 9.32179 4.66864  0.550

***

(3)
Below is a structure of composition C19H15Co2N2O6, with properties calculated with ωB97M-V with the def2-TZVPD basis set.

The HOMO energy comes out at -4.12 eV. Its LUMO energy is 2.666 eV. Its charge is -1.

Each line ends with the Mulliken charge.
Geometry (Å):
C 0.37905 -1.84491 -2.22246  -1.092
N 0.84830 -0.51125 -2.47456  0.166
C 0.02784 0.59288 -2.42458  0.273
C -1.33313 0.60843 -2.18664  -1.524
N 0.85036 1.69255 -2.51850  0.197
C 0.37862 3.04115 -2.37066  -0.991
C 2.18526 1.29129 -2.55533  0.984
C 2.18520 -0.11134 -2.52891  1.075
C 3.36910 -0.83977 -2.43209  -0.892
C 4.56842 -0.11036 -2.42610  -0.620
C 4.56746 1.29753 -2.44201  -0.624
C 3.36749 2.02505 -2.47281  -0.838
H 1.24876 -2.50385 -2.24204  0.298
H -0.12293 -1.93616 -1.24694  0.347
H -0.32870 -2.15488 -3.00040  0.348
H -1.82895 1.57111 -2.16016  0.349
H -1.83920 -0.34033 -2.06178  0.320
H 1.25185 3.69603 -2.36386  0.295
H -0.27745 3.32046 -3.20602  0.331
H -0.18431 3.18217 -1.43552  0.311
H 3.32244 -1.93146 -2.37209  0.255
H 5.52357 -0.63446 -2.40427  0.355
H 5.51967 1.82627 -2.42662  0.356
H 3.31572 3.11764 -2.43716  0.237
O 1.44047 -2.80430 3.17511  -0.402
C 0.34465 -2.60228 3.49715  0.137
Co -1.31014 -2.13922 3.81732  0.215
C -2.13946 -3.04142 2.55862  0.022
O -2.65886 -3.59668 1.68396  -0.366
C -1.72485 -2.59159 5.47503  0.148
O -2.00443 -2.89829 6.55769  -0.406
C -1.08819 -0.19444 3.33294  0.197
C -1.08764 0.19913 1.99320  0.085
C -0.33772 0.42990 0.90277  -0.880
Co -2.71964 0.26096 2.71375  0.146
C -3.68394 -0.45440 1.42300  0.111
O -4.36749 -0.84002 0.57560  -0.376
C -3.19843 1.97305 2.44321  0.070
O -3.57501 3.04847 2.24763  -0.393
C -3.78829 -0.10524 4.08404  0.345
O -4.51291 -0.36571 4.94146  -0.381
H -0.49582 0.33147 4.10108  0.421
H -0.78217 0.97243 0.07076  0.145
H 0.69546 0.07436 0.81720  0.246

***

(4)
Below is the ion C19H15F3N3S with charge -1, with properties calculated with ωB97M-V with the def2-TZVPD basis set.

The HOMO energy comes out at -3.79 eV. Its LUMO energy is 2.565 eV. Its charge is -1.

Each line ends with the Mulliken charge.
Geometry (Å):
C 3.54279 0.56120 3.24954  -1.056
N 2.20873 0.84872 3.72459  0.330
C 2.02461 0.53269 5.12335  -1.039
C 1.17763 1.25158 2.86992  -0.036
C 0.32855 0.28602 2.28294  -0.556
C -0.64817 0.70802 1.38397  -0.413
C -0.76106 2.06009 1.05649  0.778
C -1.77634 2.48060 0.02946  -0.024
C -3.16460 1.99603 0.32004  0.068
C -4.17241 2.50465 -0.49754  -0.134
N -5.04326 2.96623 -1.13653  -0.757
C -3.53131 1.19259 1.40428  -0.094
N -3.90223 0.50789 2.28758  -0.724
C 0.03249 3.01212 1.68360  -0.794
C 1.03120 2.62401 2.55992  -0.378
H 3.64388 0.79130 2.18401  0.280
H 4.26656 1.15420 3.82526  0.329
H 3.77450 -0.50157 3.41676  0.323
H 1.00041 0.76113 5.43883  0.297
H 2.24131 -0.53438 5.29221  0.310
H 2.74030 1.12586 5.71396  0.305
H 0.44360 -0.77839 2.53777  0.367
H -1.32725 -0.02495 0.95131  0.479
H -1.73016 3.55478 -0.22576  0.588
H -0.16701 4.06243 1.48532  0.359
H 1.69181 3.35109 3.02772  0.416
F 3.89376 4.93380 -4.03792  -0.276
C 3.91381 3.80824 -3.27229  0.928
F 4.76194 2.93720 -3.87971  -0.276
F 4.49830 4.15845 -2.08420  -0.257
C 2.55564 3.24181 -3.05593  0.358
C 2.42760 1.87797 -2.78857  -0.745
C 1.18427 1.39451 -2.40904  -0.456
C 0.09529 2.28322 -2.28603  0.178
S -1.46756 1.72179 -1.75967  -0.249
C 0.23571 3.62935 -2.68067  -0.384
C 1.48014 4.12181 -3.03841  -0.716
H 3.28611 1.22073 -2.85813  0.400
H 1.00881 0.33954 -2.18131  0.403
H -0.65595 4.26262 -2.66495  0.471
H 1.60634 5.17405 -3.27396  0.395

***

(5)
Below is a structure of composition C19H15N2O3PtS5, with properties calculated with ωB97M-V with the def2-TZVPD basis set.

The HOMO energy comes out at -4.78 eV. Its LUMO energy is 2.502 eV. Its charge is -1.

Each line ends with the Mulliken charge.
Geometry (Å):
Pt -0.82973 -0.02278 0.48729  0.609
C -2.61829 -3.96502 0.11325  -0.659
O -3.58427 -3.55627 -0.86099  -0.502
C -3.21608 -2.60794 -1.77218  0.421
C -3.63375 -2.80631 -3.06930  -0.450
C -3.33110 -1.89502 -4.08176  -0.651
C -2.57598 -0.79052 -3.77617  -0.976
C -2.13575 -0.54380 -2.46213  0.551
C -1.33975 0.65166 -2.28356  -0.203
N -0.73843 0.99004 -1.20261  0.581
N 0.05602 2.12486 -1.20238  -0.994
C 0.54796 2.30381 -0.00409  0.376
O 0.34159 1.55545 1.02828  -0.720
C 1.42584 3.49366 0.19150  0.335
C 1.47043 4.51927 -0.74943  -0.368
C 2.28068 5.62307 -0.53898  -0.613
C 3.05599 5.71343 0.61022  -0.308
C 3.01508 4.69362 1.54955  -0.730
C 2.19922 3.59087 1.34346  -0.185
C -2.49568 -1.43423 -1.41034  0.635
O -2.29257 -1.22665 -0.13375  -0.785
H -3.00671 -4.89166 0.53177  0.295
H -1.65551 -4.16364 -0.36700  0.311
H -2.47861 -3.21867 0.89022  0.248
H -4.19670 -3.70832 -3.27677  0.418
H -3.66889 -2.07212 -5.09427  0.367
H -2.30286 -0.08117 -4.54891  0.307
H -1.18951 1.30340 -3.14123  0.386
H 0.86712 4.43262 -1.64218  0.442
H 2.30799 6.41827 -1.27366  0.366
H 3.68475 6.57988 0.77445  0.368
H 3.61794 4.75704 2.44694  0.390
H 2.14139 2.79572 2.07281  0.433
C 2.58519 0.08692 2.71356  -0.830
S 2.31821 -0.82727 1.17027  -0.093
C 1.65134 -2.29818 1.84295  -0.109
C 0.40848 -2.40297 2.37848  0.158
S -0.90104 -1.25725 2.47898  -0.432
S 0.07108 -3.95226 3.12149  -0.075
C 1.58681 -4.72750 2.82743  0.105
S 1.92690 -6.27375 3.30148  -0.303
S 2.67826 -3.70752 1.98427  -0.105
H 3.42092 0.76849 2.55661  0.342
H 2.84380 -0.61637 3.50200  0.437
H 1.68822 0.64509 2.97445  0.208